1.
A cluster of 7 separate species, C32H68F9N2O15S in total, computed with wB97M-V/def2-TZVPD.

The value obtained for the largest force on an atom is 2.5 eV Å⁻¹. The value obtained for the calculated total energy is -103264.926 eV. Its HOMO-LUMO gap is 6.9 eV. Its net charge is -1.

The geometry in XYZ format:
```
127
C32H68F9N2O15S | the Open Molecules 2025 dataset | wB97M-V/def2-TZVPD
O 1.359 1.248 -3.119
F -2.910 2.388 -0.451
F -2.385 0.087 -0.899
H -1.859 -1.379 8.240
H 1.121 9.918 -7.146
H 4.423 0.686 -3.220
H 5.962 0.142 -2.412
F -1.436 0.398 -2.822
C -0.306 2.223 -7.622
H -1.305 8.056 -3.764
H -2.314 2.085 -6.836
O -0.930 -1.610 2.454
H -5.146 -2.278 0.115
H 3.875 4.651 -2.540
H 0.150 1.835 -6.708
H 0.974 -5.087 8.240
H -0.789 -5.191 8.393
H -8.429 -3.154 1.949
H 0.936 1.559 -9.986
H 2.370 -1.294 2.977
C -0.148 1.464 -9.858
H 0.102 -6.410 7.436
O -7.215 -2.428 3.414
C -2.437 2.291 -1.715
C -0.071 8.032 -5.539
H -6.172 -1.391 1.257
H 0.968 7.839 -5.818
C -1.334 -2.693 1.633
C -7.622 -3.507 2.592
H -1.188 -4.598 4.880
H 5.855 -8.114 4.075
H -0.514 -3.059 1.012
C 4.445 2.713 -1.883
O 1.596 2.932 -4.770
F -0.379 4.622 -3.282
H -2.930 1.609 -9.121
H -1.873 -5.481 6.253
H 0.004 6.867 -3.756
H 3.733 3.397 -3.776
C 3.522 3.616 -2.717
H -1.711 -2.624 9.497
H 2.560 -8.059 6.864
O -4.601 -2.504 2.066
H -3.912 -2.117 3.938
H 6.888 3.380 -1.222
C 0.054 -5.352 7.717
H -4.168 2.666 -8.382
H -1.598 -2.426 6.015
C 5.887 -8.390 5.128
C 6.841 2.423 -1.750
H 1.300 10.192 -5.388
O 1.677 -1.686 1.111
C -0.436 3.290 -3.121
C -1.648 2.834 -7.275
H 0.222 -1.451 4.122
H -7.999 -4.329 3.211
H 0.703 10.641 -2.548
C -1.579 -2.419 8.435
C 0.596 10.194 -6.224
H -5.010 -0.885 3.302
O -0.489 9.315 -6.001
C -5.972 -2.668 4.061
H 7.702 2.412 -2.446
O 4.239 2.384 -0.765
F -1.241 4.171 -1.097
H 3.615 -6.605 5.245
H -0.634 2.396 -10.160
O -0.037 -4.550 6.554
N 2.131 3.550 -2.335
C -5.146 -1.694 1.035
H 3.978 -10.087 7.037
H -1.715 -3.510 2.257
O -2.257 3.450 -8.411
F -1.165 2.822 -4.141
F -0.193 2.328 -0.931
H 6.068 -7.490 5.719
F -3.560 0.399 -2.635
O -2.429 -3.295 7.713
H -4.525 -0.805 0.887
H 0.195 11.202 -6.339
C 3.626 -6.005 6.158
C 1.450 -1.144 2.400
H 1.117 -1.469 -0.844
C -3.260 2.643 -8.996
H 0.086 -0.596 0.303
C 0.310 -1.852 3.106
H 0.505 -2.927 3.185
H 7.026 1.577 -1.058
H 1.261 -0.068 2.344
H -1.490 3.619 -6.533
C -0.057 9.923 -2.858
H -0.672 10.381 -3.636
C -4.829 -1.962 3.359
C -1.046 2.979 -1.702
C -1.331 -4.574 5.965
H 5.403 -9.098 7.393
C -0.260 7.887 -4.043
C 4.447 -9.113 6.859
H -3.082 -3.361 5.790
H 5.963 0.867 -4.069
H 2.618 -5.638 6.368
H -0.507 0.660 -10.501
H -3.492 3.055 -9.980
H -0.698 7.291 -6.044
H -5.775 -3.743 4.138
H -0.683 9.679 -1.992
H 1.721 0.012 -0.079
H -6.059 -2.268 5.077
H -6.808 -3.869 1.961
O 4.115 -6.743 7.270
F -3.322 2.943 -2.461
C 5.493 0.888 -3.072
S 1.317 2.686 -3.356
O 4.650 -9.000 5.459
O 0.603 8.761 -3.321
C 3.525 -8.028 7.380
H 3.342 -8.206 8.446
H -0.528 -2.570 8.178
H 6.707 -9.099 5.281
N 5.645 2.260 -2.561
H -2.135 -2.348 0.983
O -0.452 1.122 -8.521
C 1.115 -0.885 0.075
H 4.284 -5.151 6.003
C -2.127 -3.333 6.324
H 0.368 2.977 -8.038
C -2.416 0.753 -2.045
```

=====

2.
A cluster of 9 separate species, C32H68NO16S8 in total, computed with wB97M-V/def2-TZVPD.

The value obtained for the largest force on an atom is 12.4 eV Å⁻¹. The value obtained for the calculated total energy is -155197.706 eV. The value obtained for the energy above the lowest of the compared OMol25 structures with the same formula, charge and spin is 1.738 eV. Its HOMO-LUMO gap is 10.2 eV. Its net charge is +1.

The geometry in XYZ format:
```
125
C32H68NO16S8 | the Open Molecules 2025 dataset | wB97M-V/def2-TZVPD
H -4.566 3.665 0.503
H 4.999 5.275 2.083
C 1.471 -5.986 -3.302
H -3.210 2.736 4.963
H -1.514 -2.783 3.725
H 3.882 1.672 -3.230
C -5.578 -3.394 1.066
H 5.740 -0.113 -1.130
H -0.796 -4.667 -1.189
H -5.456 -1.695 -0.426
S 0.544 -3.174 2.416
C 5.245 0.286 -4.436
H -0.485 -0.452 0.041
O 0.844 3.877 1.337
H -1.365 -5.244 4.254
H 5.578 1.099 -4.940
H 3.156 -4.518 -3.497
H 6.955 0.592 -3.408
H 5.241 -0.595 -5.007
C 0.658 5.351 -2.487
H -5.288 -3.597 2.153
H -3.357 4.182 -2.305
H -0.797 -0.452 4.624
C -2.940 2.196 4.042
C -5.246 -2.052 0.579
C -3.417 -3.917 0.113
H 5.127 3.425 1.759
H -0.327 6.593 -4.067
C 3.951 0.561 -3.737
H -4.302 1.827 -2.855
H -3.052 -0.957 4.553
H -3.745 5.336 0.011
C 2.051 -4.487 -3.317
C 2.521 3.060 3.072
H 3.182 4.866 3.732
H -6.750 -3.488 1.127
C 4.404 4.419 2.078
H 0.407 -6.216 2.526
H 0.720 -5.660 -0.877
H 0.792 -0.030 0.973
H 1.577 -3.972 -4.268
O -2.961 -1.561 -0.853
H -5.357 2.166 -1.207
S 1.608 3.911 -2.587
C -1.366 0.362 4.878
H -3.186 2.918 3.359
C 1.537 -4.487 2.855
S -3.402 -2.214 0.339
H 7.221 -0.899 -3.820
H -5.247 4.380 -2.036
O -1.743 1.465 -1.144
H 2.913 5.196 0.625
H 2.075 3.145 -4.579
H -0.981 5.069 -3.608
H 0.530 4.965 -5.941
H 1.617 3.553 3.526
H 5.973 -1.757 -1.894
H 1.696 5.533 -5.238
C -2.875 0.013 4.774
S -1.171 1.705 3.883
O -0.894 1.258 2.572
C 3.744 4.077 3.369
C -4.356 2.334 -1.710
O 2.966 4.127 -2.539
O 3.528 -1.879 -2.864
C -3.917 4.244 -0.131
H -2.595 3.387 1.178
H 0.783 -6.084 4.362
O -3.589 0.994 0.456
C 3.459 4.203 0.867
H -1.435 -5.091 2.614
H 2.062 -6.504 -2.595
H 3.899 3.843 -0.186
O 3.238 0.012 -1.290
H -2.942 -4.221 -0.809
H 4.330 3.913 4.378
S 2.143 3.264 1.469
H -1.153 0.760 5.872
O -2.758 -2.041 1.579
C 6.392 -0.119 -3.445
C -4.867 -4.441 0.155
C -0.836 -4.930 3.532
H -4.980 -5.549 0.441
O 0.816 -2.552 -2.019
C 1.307 3.560 -4.319
H -3.216 0.009 5.742
C 0.887 4.927 -4.918
H -5.229 -4.334 -0.851
C -0.045 5.558 -3.837
H 2.327 -4.100 3.613
H 2.083 -4.893 2.056
H -0.484 -6.862 -2.656
H 0.474 0.877 -0.155
C -2.635 3.454 0.092
N 0.398 -0.114 0.152
H -0.081 -3.200 4.798
H -3.938 0.687 2.950
O 2.399 -3.912 -0.628
C -0.671 -3.347 3.693
H 0.962 -0.513 -0.622
O 1.406 -1.994 2.573
H -5.354 -1.093 1.194
O 1.010 2.899 -1.799
C -3.718 1.046 4.016
H -1.666 3.774 -0.305
H 0.293 3.107 -4.404
H 1.432 -6.441 -4.318
O 2.345 1.882 0.876
O -0.051 -3.432 1.166
C -4.139 3.907 -1.618
C 5.676 -0.658 -2.092
H -0.635 -5.294 -3.559
O -0.373 2.710 4.577
H -4.801 1.082 4.443
S 3.943 -0.613 -2.380
H -2.876 -4.379 0.977
H -0.220 5.223 -1.769
C 0.562 -5.656 3.317
S -2.969 1.912 -0.557
H 3.173 0.485 -4.287
H 1.313 6.352 -2.259
C 0.100 -5.854 -2.774
C 0.242 -5.100 -1.479
H 2.522 2.045 3.348
S 1.466 -3.803 -1.798
```

=====

Calculated values (Ha) of highest occupied orbital energy for the records, taken in order: -0.1833, -0.4270.